1.
Molecular formula: C5H14
Method: DFT, ωB97M-V with the def2-TZVPD basis set

For the HOMO energy, the calculation gives -11.3 eV. The LUMO energy is 0.0417 Eh. The energy relative to the best compared isomer or geometry (same formula, charge and spin) comes out at 6.93 kcal per mole. For the HOMO-LUMO gap, the calculation gives 12.5 eV. Its largest force on an atom is 1.1 eV Å⁻¹.

```
19
Properties=species:S:1:pos:R:3:nbo_charge:R:1
C -1.1827 2.4833 -1.1526 -0.605
C -0.7479 1.1370 -0.5481 -0.399
C -1.9568 0.3027 -0.0781 -0.612
H -2.0787 2.8132 -0.6263 0.203
H -0.3787 3.2115 -1.0502 0.207
H -1.4143 2.3526 -2.2127 0.203
H -0.1109 0.5163 -1.1695 0.199
H -0.1836 1.3728 0.3467 0.190
H -1.7469 -0.7651 -0.2024 0.206
H -2.1626 0.4371 0.9845 0.207
H -2.8145 0.5357 -0.7122 0.201
C 2.3793 -2.0933 0.3522 -0.605
C 1.3088 -1.4662 1.2305 -0.608
H 2.4257 -3.1505 0.5731 0.201
H 2.0978 -2.0590 -0.7016 0.200
H 3.3767 -1.6927 0.4987 0.203
H 1.0120 -0.4552 0.9609 0.204
H 1.7103 -1.3273 2.2457 0.201
H 0.4671 -2.1529 1.2614 0.204
```

***

2.
Molecular formula: C28H49As2F12HfN7
Method: DFT, ωB97M-V with the def2-TZVPD basis set

Its multiplicity is 2. Its expectation value of S² is 0.75. For the HOMO energy (alpha / beta), the calculation gives -12.2 / -12.2 eV. The LUMO energy (alpha / beta) is -0.2483 / -0.2402 Eh. The energy relative to the best compared isomer or geometry (same formula, charge and spin) comes out at 68.81 kcal per mole. For the HOMO-LUMO gap (alpha / beta), the calculation gives 5.5 / 5.7 eV. The total charge is +1. Its largest force on an atom is 8.1 eV Å⁻¹.

```
99
Properties=species:S:1:pos:R:3:mulliken_charge:R:1
Hf -3.4803 -2.2705 -0.9510 1.644
As -0.4235 0.2835 0.1377 1.807
F -0.8942 1.2128 -1.3693 -0.544
F -1.5968 1.1932 1.1616 -0.511
F 0.0133 -0.8519 1.4990 -0.478
F 0.6093 -0.7396 -0.9415 -0.341
F 0.9050 1.4548 0.4819 -0.489
F -1.8349 -0.8987 -0.2101 -0.119
As 0.3237 -4.0860 -1.5842 1.841
F 0.5005 -3.0268 -3.0171 -0.379
F -1.1854 -3.1773 -1.1226 -0.392
F -0.1335 -5.1222 -0.2119 -0.478
F 1.8245 -4.8989 -2.0588 -0.480
F 1.3154 -3.0784 -0.4416 -0.360
F -0.5811 -5.2649 -2.6251 -0.505
C -5.9264 -0.2188 4.3026 -1.129
C -5.1076 1.0623 4.0518 -0.801
C -3.8797 0.8518 3.1880 -0.125
C -4.0137 -0.0475 2.0642 0.327
N -4.1127 -0.7901 1.1370 -0.425
H -5.2990 -0.9697 4.7829 0.248
H -6.3667 -0.5496 3.3620 0.303
H -6.7457 -0.1890 5.0209 0.401
H -4.9721 1.5624 5.0108 0.389
H -5.7630 1.7926 3.5772 0.329
H -2.9539 0.6447 3.7247 0.304
H -3.6538 1.8591 2.8381 0.337
C 3.3093 0.2772 3.4633 -1.321
C 2.9956 -1.2042 3.5257 0.367
C 2.3370 -1.5494 4.9260 -0.122
C 3.1803 -1.4345 6.0647 0.030
N 3.9049 -1.3850 6.9919 -0.497
H 3.9646 0.6034 4.2709 0.381
H 2.3813 0.8426 3.3781 0.374
H 3.7640 0.5045 2.4991 0.353
H 3.7710 -1.9337 3.2918 0.420
H 2.1932 -1.4845 2.8433 -0.355
H 1.7116 -2.4269 5.0898 0.257
H 1.6292 -0.7330 5.0693 0.069
C 3.6338 4.6716 -0.8262 -1.482
C 2.2917 4.0452 -0.6444 0.016
C 1.3777 4.2764 -1.8114 0.187
C 1.4094 5.6146 -2.4556 0.061
N 1.4365 6.6140 -2.9552 -0.414
H 4.3409 4.2272 -0.1258 0.440
H 3.5720 5.7020 -0.4761 0.366
H 4.0629 4.5559 -1.8215 0.338
H 1.7742 4.4125 0.2418 0.290
H 2.4476 2.9727 -0.5277 0.019
H 0.3419 4.1213 -1.5096 -0.003
H 1.5471 3.5510 -2.6071 0.185
C 1.9275 -0.1768 -6.0174 -1.396
C 1.0210 -0.7466 -4.9455 0.214
C -0.5128 -0.3184 -4.9477 -0.731
C -1.3249 -0.7979 -3.7495 0.129
N -1.9439 -1.2007 -2.8330 -0.130
H 1.9438 0.9126 -5.9825 0.354
H 1.5620 -0.4688 -7.0018 0.380
H 2.9301 -0.4844 -5.7203 0.338
H 1.3596 -0.5383 -3.9306 0.035
H 0.9924 -1.8255 -5.0979 0.273
H -1.1088 -0.3533 -5.8597 0.513
H -0.5591 0.7653 -4.8402 0.276
C 5.1917 -0.4215 -2.7017 -1.094
C 4.4282 -1.7520 -2.9439 -0.551
C 3.4912 -2.0109 -1.7475 1.174
C 4.1401 -2.4171 -0.4515 0.036
N 4.6394 -2.6605 0.6134 -0.665
H 5.5677 -0.4217 -1.6786 0.354
H 4.3500 0.2706 -2.6774 0.224
H 5.8305 -0.1571 -3.5444 0.388
H 5.1292 -2.5655 -3.1306 0.437
H 3.7886 -1.6829 -3.8238 0.168
H 2.7745 -2.7637 -2.0754 -0.055
H 2.8479 -1.1568 -1.5360 -0.385
C -1.6005 -1.9553 5.0614 -0.967
C -1.2210 -3.4439 4.9530 -0.564
C -0.5926 -3.5336 3.5409 0.686
C -1.5250 -3.1779 2.3889 -0.204
N -2.2523 -2.8948 1.5000 -0.215
H -2.5213 -1.6504 4.5642 0.138
H -0.8088 -1.2712 4.7561 0.245
H -1.7728 -1.7233 6.1124 0.504
H -1.9517 -4.2432 5.0762 0.394
H -0.4033 -3.5920 5.6583 0.348
H -0.2421 -4.5555 3.3962 0.505
H 0.1818 -2.7768 3.4158 -0.710
C -2.6749 3.4323 -3.5544 -0.984
C -3.5763 3.8948 -2.4408 -0.530
C -4.6534 2.8483 -2.1462 -0.498
C -4.1131 1.4762 -1.8367 0.012
N -3.7584 0.4056 -1.5447 0.018
H -2.0919 4.3113 -3.8295 0.419
H -3.2586 3.2280 -4.4520 0.391
H -1.9887 2.6369 -3.2638 0.095
H -4.0190 4.8287 -2.7869 0.374
H -3.0593 4.0581 -1.4951 0.286
H -5.3994 2.9101 -2.9386 0.380
H -5.1089 3.1812 -1.2136 0.261
```

***

3.
Molecular formula: C7H14N
Method: DFT, ωB97M-V with the def2-TZVPD basis set

For the HOMO energy, the calculation gives -12.6 eV. The LUMO energy is -0.1658 Eh. The energy relative to the best compared isomer or geometry (same formula, charge and spin) comes out at 76.62 kcal per mole. For the HOMO-LUMO gap, the calculation gives 8.0 eV. The total charge is +1. Its largest force on an atom is 4.7 eV Å⁻¹.

```
22
Properties=species:S:1:pos:R:3:nbo_charge:R:1
C -0.6963 -0.8068 3.2379 -0.633
C 0.7338 -1.1083 2.8234 -0.250
C -0.1426 1.5213 -0.7447 -0.815
C 0.4128 1.0514 -1.9965 0.301
C 1.3238 -0.7362 1.7629 0.093
C 1.7872 -0.3561 0.6625 -0.544
C -1.4711 -0.3145 -2.5967 -0.446
N -0.1040 0.2367 -2.8412 -0.427
H -0.9198 -1.1743 4.2783 0.241
H -1.3856 -1.4223 2.5784 0.219
H 1.2529 -1.5484 3.7587 0.254
H -1.2171 1.2992 -0.4584 0.277
H 0.1845 2.5764 -0.3611 0.306
H 1.2452 1.5548 -2.5316 0.238
H 2.4275 0.5512 0.4780 0.223
H 0.3782 0.9982 0.1074 0.354
H 1.7930 -1.0034 -0.1410 0.208
H -1.3905 -0.9266 -1.5426 0.241
H -2.1640 0.5116 -2.5096 0.245
H -1.5955 -1.0846 -3.3810 0.252
H -0.9182 0.2408 3.0633 0.219
H 0.4657 -0.0601 -3.6461 0.446
```

***

Number 1: E_tot -198.8781 a.u.. Number 2: E_tot -7197.2960 a.u.. Number 3: E_tot -329.4854 a.u..